{
  "formula": "C37H34BiBr2N8OS",
  "method": "ωB97M-V/def2-TZVPD",
  "spin_multiplicity": 1,
  "homo_ha": -0.1037,
  "charge": -1,
  "elements": ["C", "N", "N", "H", "H", "H", "C", "C", "C", "H", "H", "H", "C", "H", "C", "C", "H", "O", "C", "C", "H", "C", "C", "H", "H", "H", "H", "H", "C", "C", "N", "C", "C", "C", "C", "C", "N", "C", "H", "C", "H", "C", "H", "C", "C", "C", "H", "H", "C", "H", "C", "C", "N", "H", "H", "S", "H", "C", "H", "H", "Br", "N", "Br", "H", "H", "C", "Bi", "N", "C", "H", "C", "H", "C", "H", "H", "C", "H", "H", "C", "C", "C", "C", "H", "N"],
  "coordinates": [[-1.316, 0.006, -5.503], [0.396, -2.736, 0.443], [-0.259, 2.198, 0.113], [2.566, -0.200, -4.505], [1.012, 2.888, -1.796], [5.068, 4.284, -1.908], [-0.887, 4.553, -0.146], [-3.871, -0.501, -2.196], [0.493, -0.130, -3.929], [2.206, 0.892, -3.164], [-1.696, 0.121, -6.509], [2.222, -0.845, -2.888], [4.152, -3.221, 5.623], [-0.047, 4.896, 0.459], [3.330, -0.230, 1.633], [-2.499, 2.704, -0.591], [3.024, 0.809, 1.699], [-1.999, -0.556, -0.775], [3.027, 3.590, -1.984], [0.024, 0.036, -5.257], [-2.914, 1.760, -0.239], [-3.643, -0.220, -4.575], [1.989, 2.946, 0.116], [0.799, -3.137, 5.095], [2.571, -4.669, 5.796], [0.251, -1.086, 4.081], [2.941, 3.703, -3.060], [-0.577, 4.554, -1.191], [-2.231, -0.174, -4.437], [-2.509, -0.463, -1.970], [1.086, -0.624, 4.423], [4.429, -1.903, 5.285], [4.273, 3.763, 0.032], [4.894, -1.992, 1.983], [1.824, -2.787, 5.149], [-1.832, 3.261, 1.754], [2.396, -1.077, 1.212], [1.659, -4.694, 0.927], [4.936, -3.896, 5.940], [4.599, -0.645, 2.018], [5.317, 0.089, 2.358], [3.911, -2.886, 1.577], [-0.995, 3.494, 2.414], [4.218, 3.915, -1.350], [3.442, -1.022, 4.877], [1.957, -0.075, -3.611], [5.452, -1.544, 5.333], [-3.303, 3.442, -0.584], [0.759, 0.979, 2.771], [3.667, -0.002, 4.606], [-1.678, -0.311, -3.151], [-0.654, -3.501, 0.161], [0.908, 2.455, 0.820], [-1.555, -2.974, -0.131], [0.639, -6.564, 0.708], [-0.754, -0.014, 2.329], [4.121, -3.943, 1.570], [0.565, -5.487, 0.626], [0.733, 0.181, -6.061], [3.251, 3.182, 1.832], [-5.034, -0.707, -0.723], [1.230, 2.055, 2.153], [-4.444, -0.060, -6.286], [2.576, -5.157, 1.255], [5.864, -2.361, 2.289], [2.669, -2.386, 1.206], [-0.011, 0.069, -0.061], [1.448, 0.582, 3.820], [1.538, -3.309, 0.825], [-1.705, 5.269, -0.029], [-1.353, 3.166, 0.301], [-5.510, -0.417, -3.582], [-0.620, -4.884, 0.237], [-2.156, 2.578, -1.622], [-2.271, 2.325, 2.088], [2.827, -3.646, 5.545], [-1.504, -5.460, 0.003], [-2.579, 4.055, 1.844], [3.197, 3.292, 0.760], [-4.435, -0.384, -3.480], [2.102, -1.447, 4.804], [1.931, 3.122, -1.281], [5.180, 4.022, 0.567], [-0.339, -0.307, -2.938]]
}


{
  "formula": "C37H34BrN3O4PRu",
  "method": "ωB97M-V/def2-TZVPD",
  "spin_multiplicity": 5,
  "homo_ha": [-0.5865, -0.5770],
  "charge": 3,
  "elements": ["C", "C", "C", "C", "H", "H", "C", "H", "N", "C", "H", "H", "C", "C", "O", "H", "H", "C", "C", "C", "P", "O", "C", "H", "C", "H", "N", "C", "C", "C", "C", "C", "H", "H", "C", "H", "H", "C", "H", "Ru", "C", "H", "C", "H", "C", "C", "C", "H", "H", "H", "H", "H", "C", "H", "H", "O", "C", "C", "H", "C", "C", "N", "C", "C", "H", "H", "C", "H", "H", "H", "H", "Br", "C", "H", "H", "H", "C", "C", "O", "C", "H"],
  "coordinates": [[-1.941, -1.282, 2.175], [1.812, -5.006, -0.250], [-3.680, -3.750, 1.133], [-3.104, -3.048, 0.077], [0.558, 4.890, -3.162], [-4.007, -1.012, 2.689], [-4.217, -4.463, -1.512], [-5.089, -1.440, -0.715], [2.187, -6.307, -0.176], [2.888, -1.422, 0.074], [0.932, 3.536, 0.681], [-5.489, -5.969, -0.672], [3.005, 0.940, 0.289], [-2.712, -0.596, 4.349], [0.758, -2.410, -0.230], [-0.898, 5.417, -2.283], [-2.176, -5.896, -0.439], [-4.040, 2.106, 0.502], [2.074, -2.572, -0.123], [0.948, 4.386, -0.002], [-2.209, -1.498, 0.368], [-1.081, 1.901, 1.608], [0.151, 5.136, -2.180], [-5.030, -5.320, 1.660], [-0.350, -0.821, 3.948], [4.553, -4.932, -0.120], [0.484, -4.880, -0.326], [-3.116, 1.056, 0.514], [-4.549, -4.792, 0.851], [-0.030, -6.133, -0.293], [-0.880, 2.437, -2.692], [-3.509, -0.240, 0.100], [0.696, 5.995, -1.793], [1.976, 4.714, -0.170], [4.066, -3.970, -0.086], [0.346, -3.386, -0.333], [-3.758, 3.088, 0.854], [-4.785, -0.456, -0.386], [3.122, -6.677, -0.096], [-0.257, -0.012, 0.292], [-1.562, -7.940, -0.197], [-2.569, -8.329, -0.198], [0.830, -8.427, -0.057], [-0.708, -9.899, 0.041], [4.262, -1.557, 0.133], [-3.353, -3.415, -1.246], [-2.984, -0.963, 3.041], [-3.526, -0.377, 5.022], [4.906, -0.701, 0.254], [-6.030, 2.678, -0.028], [0.665, -0.782, 4.315], [-0.457, 1.567, -3.197], [2.679, -3.858, -0.170], [0.390, 5.208, 0.455], [-1.863, 2.140, -2.318], [0.356, 1.851, -0.754], [1.047, -7.066, -0.182], [-0.606, -1.219, 2.642], [-3.471, -3.478, 2.156], [-5.677, 0.611, -0.453], [4.843, -2.827, 0.042], [0.323, 4.035, -1.257], [-0.492, -8.847, -0.062], [-0.023, 2.781, -1.514], [-6.658, 0.453, -0.873], [-0.999, 3.248, -3.397], [-1.399, -0.501, 4.796], [3.669, 0.924, 1.156], [-1.197, -0.199, 5.812], [2.299, 1.762, 0.395], [-2.880, -2.874, -2.056], [6.736, -2.965, 0.119], [-1.357, -6.587, -0.319], [3.584, 1.068, -0.629], [0.218, -1.632, 2.048], [-4.434, -4.743, -2.532], [-4.816, -5.149, -0.463], [-1.756, 1.199, 0.937], [2.219, -0.248, 0.209], [-5.314, 1.870, 0.008], [1.643, -9.125, 0.057]]
}


{
  "formula": "C37H34Cl4F2O8",
  "method": "ωB97M-V/def2-TZVPD",
  "spin_multiplicity": 1,
  "homo_ha": -0.2911,
  "de_lowest_kj_mol": 95.4,
  "smiles": "ClC(Cl)(Cl)Cl.Oc1ccc(O)cc1.Oc1ccc(O)cc1.Oc1ccc(O)cc1.Oc1ccc(O)cc1.Fc1ccccc1.Fc1ccccc1",
  "elements": ["Cl", "H", "C", "C", "H", "O", "O", "H", "H", "H", "H", "H", "C", "O", "H", "Cl", "O", "C", "C", "C", "C", "Cl", "C", "H", "H", "C", "O", "H", "C", "C", "C", "O", "C", "F", "H", "C", "H", "O", "C", "H", "C", "C", "C", "H", "C", "H", "F", "C", "C", "H", "H", "C", "H", "H", "C", "H", "C", "C", "H", "C", "H", "H", "C", "H", "C", "H", "H", "C", "H", "H", "H", "H", "H", "C", "C", "C", "C", "Cl", "C", "O", "H", "C", "C", "C", "H"],
  "coordinates": [[30.106, -21.144, -29.692], [33.853, -17.412, -28.357], [31.586, -16.531, -32.200], [30.958, -16.143, -33.365], [32.808, -17.984, -31.197], [35.763, -23.141, -23.053], [28.226, -16.160, -24.190], [30.377, -20.513, -24.768], [31.356, -24.407, -24.817], [29.015, -16.550, -23.801], [36.025, -16.293, -27.701], [28.507, -21.431, -20.312], [27.207, -15.926, -26.322], [29.469, -24.835, -22.953], [30.259, -15.318, -33.379], [31.324, -18.574, -29.042], [28.629, -23.539, -28.270], [34.638, -21.109, -22.361], [28.772, -23.787, -26.928], [28.954, -21.239, -21.277], [30.559, -20.039, -28.374], [31.666, -20.761, -27.235], [34.211, -19.825, -22.732], [31.089, -16.170, -35.473], [26.736, -23.784, -26.497], [36.013, -19.890, -29.142], [32.576, -18.374, -35.731], [32.923, -17.932, -23.725], [34.982, -21.642, -24.688], [29.277, -24.451, -24.255], [28.213, -20.542, -22.194], [33.406, -18.357, -24.435], [34.016, -19.520, -24.078], [26.957, -20.205, -21.855], [33.958, -19.762, -29.383], [31.407, -16.680, -34.575], [26.438, -15.719, -28.362], [28.607, -16.003, -29.715], [27.711, -23.947, -26.050], [27.897, -22.935, -28.439], [37.150, -17.965, -28.277], [28.343, -16.155, -25.554], [28.513, -16.038, -28.353], [26.241, -15.973, -25.836], [37.180, -19.270, -28.770], [36.140, -23.143, -22.169], [36.003, -21.191, -29.453], [30.754, -21.384, -22.872], [35.125, -21.968, -23.331], [28.702, -25.322, -22.642], [33.367, -19.140, -33.335], [34.792, -17.916, -28.556], [29.534, -16.125, -29.978], [31.303, -14.962, -31.033], [32.779, -18.230, -33.354], [38.147, -19.759, -28.781], [30.329, -24.296, -25.142], [27.983, -24.327, -24.735], [30.501, -16.381, -25.649], [29.562, -16.299, -26.189], [33.842, -19.161, -21.960], [34.736, -21.351, -21.310], [35.956, -17.265, -28.169], [31.742, -21.674, -23.204], [32.302, -17.731, -34.551], [30.890, -23.714, -27.137], [30.733, -22.213, -20.829], [30.263, -21.637, -21.617], [35.347, -22.288, -25.475], [34.286, -20.248, -26.097], [30.624, -16.140, -28.049], [27.120, -24.370, -24.078], [33.278, -19.022, -35.634], [30.079, -23.944, -26.461], [34.834, -19.157, -29.166], [29.919, -20.739, -23.817], [34.458, -20.424, -25.041], [29.089, -19.587, -27.541], [32.460, -17.603, -32.142], [31.312, -15.922, -30.974], [38.093, -17.486, -28.046], [27.283, -15.917, -27.715], [29.657, -16.176, -27.569], [28.695, -20.241, -23.465], [28.082, -19.732, -24.198]]
}